No. 1
This record from OMol25 describes a cluster of 2 separate species, C23H21BF6O3S in total. The level of theory is ωB97M-V/def2-TZVPD.

The gap between HOMO and LUMO comes out at 7.4 eV. As for the HOMO energy: -7.82 eV. Its spin multiplicity is 1. Its LUMO energy is -0.44 eV.

CARTESIAN COORDINATES (ANGSTROEM)
C 2.29318 -0.22966 5.74973
C 1.50945 -0.43488 4.51178
C 0.53163 -1.40777 4.31105
C -0.06884 -1.33424 3.03220
C 0.43893 -0.29385 2.24527
C -0.12396 0.22980 1.04929
C 0.25485 1.47570 0.47826
C -0.76865 2.37207 0.24328
C -0.43440 3.81632 -0.03756
F -1.33875 4.67549 0.52916
F 0.80963 4.15557 0.43638
F -0.43173 4.06135 -1.39439
C -2.10620 1.97286 0.32135
C -2.38394 0.60920 0.43192
C -3.81720 0.14919 0.44311
F -3.92284 -1.19097 0.18450
F -4.42970 0.37471 1.64633
F -4.56367 0.80165 -0.50627
C -1.36423 -0.30267 0.62887
S 1.74629 0.51441 3.09107
H 1.89687 -0.86708 6.55458
H 3.34378 -0.50444 5.56876
H 2.25518 0.81822 6.09017
H 0.25989 -2.11418 5.08751
H -0.85798 -1.98266 2.68969
H 1.29999 1.76880 0.38488
H -2.90702 2.69797 0.23072
H -1.53162 -1.37956 0.64393
C 2.80436 0.27940 -3.25051
O 1.55440 0.71001 -2.66112
C 0.77700 -0.39120 -2.23369
B 1.45037 -1.27937 -1.17734
O 2.52418 -0.64182 -0.52030
C 3.23811 -1.68623 0.17150
C 2.30956 -2.91845 0.10988
O 1.11787 -2.49006 -0.62446
C -0.67743 -0.13081 -2.47668
C -1.58317 -1.20645 -2.48064
C -2.87266 -1.02737 -2.97455
C -3.27845 0.23207 -3.42597
C -2.42691 1.33311 -3.30630
C -1.12277 1.13704 -2.87565
H 3.48129 1.13388 -3.19924
H 3.24942 -0.58505 -2.73154
H 2.65714 -0.02879 -4.30271
H 1.02309 -1.31755 -2.85330
H 4.17595 -1.82246 -0.39160
H 3.50211 -1.36106 1.20037
H 2.75036 -3.72319 -0.50123
H 2.07302 -3.31079 1.10579
H -1.25598 -2.16413 -2.06669
H -3.56108 -1.87395 -3.00870
H -4.28649 0.35959 -3.82556
H -2.76815 2.34311 -3.54990
H -0.44408 1.97915 -2.79542

=====

No. 2
This record from OMol25 describes a structure of composition C23H21Br2N4O2S2Se3TeY. The level of theory is ωB97M-V/def2-TZVPD.

The gap between HOMO and LUMO comes out at 3.5 eV. As for the HOMO energy: -0.22 eV. Its spin multiplicity is 1. As for the net charge: -2. Its LUMO energy is 3.31 eV.

CARTESIAN COORDINATES (ANGSTROEM)
Y 0.26114 -0.22644 -0.16937
Se -1.67085 -0.96243 1.83614
Se -0.03722 0.32784 3.02406
Te -0.47386 2.63012 1.65090
Se 0.40500 4.27136 3.21619
Br 7.89490 -0.52050 -1.59191
C 6.03605 -0.07843 -1.53047
C 5.57597 1.06906 -2.15064
C 4.22834 1.38970 -2.12317
C 3.27502 0.55926 -1.47506
C 3.80416 -0.59517 -0.83479
C 5.14654 -0.90986 -0.86019
N 1.94043 0.78837 -1.42882
C 1.38283 1.73307 -2.30246
C 0.04702 1.98067 -2.36405
C -0.51547 2.90825 -3.32477
C -1.84547 3.12300 -3.39153
C -2.73143 2.43125 -2.49692
C -2.16956 1.57532 -1.59607
N -0.84565 1.33024 -1.48487
H 6.27403 1.72949 -2.65068
H 3.91739 2.31548 -2.58424
H 3.12609 -1.25484 -0.30549
H 5.50155 -1.80308 -0.36163
H 2.01146 2.22807 -3.03260
H 0.16931 3.42521 -3.98843
H -2.24424 3.82362 -4.11831
H -3.80149 2.58285 -2.51900
H -2.78974 1.04083 -0.88115
S 1.90701 -0.25315 2.15517
S -3.51324 -2.04626 -1.16575
C -2.77169 -3.45163 -0.64511
N -1.96493 -4.17973 -1.44793
C -1.21420 -5.32950 -0.96293
C -0.85313 -5.12511 0.49862
C -2.13571 -4.90808 1.27775
N -2.96546 -3.91174 0.61239
H -1.64457 -3.67702 -2.26067
H -0.32601 -5.44407 -1.58111
H -1.81562 -6.24014 -1.07604
H -0.21076 -4.24769 0.59317
H -0.32159 -5.99461 0.88935
H -1.91541 -4.54682 2.28316
H -2.68733 -5.85176 1.36515
H -3.48960 -3.27156 1.18455
Br 3.68743 -7.10926 -4.50226
C 2.84021 -5.68407 -3.56133
C 2.01648 -4.81569 -4.25500
C 1.39370 -3.78890 -3.56060
C 1.58841 -3.64437 -2.19300
C 2.43534 -4.51698 -1.52176
C 3.06872 -5.54506 -2.20275
C 0.85946 -2.57229 -1.44242
O 0.13301 -1.76210 -2.06802
O 0.99422 -2.52913 -0.18742
H 1.86890 -4.93938 -5.31902
H 0.75048 -3.07918 -4.06556
H 2.58355 -4.37328 -0.45905
H 3.73178 -6.22832 -1.69022

=====

No. 3
This record from OMol25 describes a structure of composition C23H21BrCeN4O8. The level of theory is ωB97M-V/def2-TZVPD.

The gap between HOMO and LUMO comes out at 6.7 eV. As for the HOMO energy: -14.61 eV. Its spin multiplicity is 1. As for the net charge: +2. Its LUMO energy is -7.94 eV.

CARTESIAN COORDINATES (ANGSTROEM)
Ce -0.07583 0.65834 -0.23633
O -3.98263 0.50784 2.38777
C -2.77753 0.63984 1.87557
O -2.56643 0.73164 0.67737
C -1.65773 0.65784 2.85487
C -1.76613 0.48134 4.22597
C -0.58873 0.50014 4.97047
C 0.61817 0.73804 4.33827
C 0.62807 0.90594 2.95007
N -0.48423 0.84194 2.23757
C 1.87607 1.23424 2.10877
O 2.98317 0.65714 2.78537
O 1.79037 0.79004 0.84657
H -4.66763 0.49764 1.69627
H -2.72963 0.32474 4.68287
H -0.61993 0.32964 6.03567
H 1.54907 0.78174 4.87977
H 3.63217 0.42974 2.10557
N 0.60877 5.05974 -0.21183
C 0.77997 3.81234 0.23437
O -0.13463 2.98034 0.13017
C 2.12647 3.48394 0.83327
C 2.00017 2.81984 2.21177
H -0.26143 5.30154 -0.66333
H 1.33387 5.75704 -0.16623
H 2.75037 4.37514 0.90067
H 2.60717 2.75264 0.16397
H 1.13697 3.22504 2.74357
H 2.89127 3.01784 2.80637
N -0.39063 -6.68576 -0.43943
C -0.28363 -6.00106 0.71817
O -0.07073 -6.51806 1.78927
C -0.44553 -4.50806 0.59517
C 0.27857 -3.70906 1.47507
C 0.16067 -2.33416 1.39157
N -0.65153 -1.72046 0.52367
C -1.37273 -2.49346 -0.29483
C -1.29593 -3.87736 -0.30623
H -0.23843 -7.68196 -0.42033
H -0.45223 -6.22836 -1.33113
H 0.92077 -4.17926 2.20277
H 0.73967 -1.69146 2.04777
H -2.04233 -1.97516 -0.97563
H -1.90553 -4.44296 -0.99453
Br 1.28417 2.28964 -2.60653
C 0.57587 1.45994 -4.21673
C 0.77957 1.99654 -5.47343
C 0.25337 1.32334 -6.56723
C -0.46103 0.14854 -6.39673
C -0.67763 -0.36096 -5.12683
C -0.15173 0.29274 -4.02683
C -0.35973 -0.08556 -2.58613
O -1.37353 0.38274 -2.01853
O 0.54407 -0.69306 -1.96913
H 1.32917 2.91564 -5.60343
H 0.40837 1.72114 -7.55953
H -0.85653 -0.37116 -7.25413
H -1.24453 -1.26596 -4.98133

=====

No. 4
This record from OMol25 describes a structure of composition C23H21F6MnN6O6S3. The level of theory is ωB97M-V/def2-TZVPD.

The gap between HOMO and LUMO (spin up / spin down) comes out at 5.4 / 6.6 eV. As for the HOMO energy (spin up / spin down): -13.47 / -13.59 eV. Its spin multiplicity is 5. As for the net charge: +2. Its LUMO energy (spin up / spin down) is -8.04 / -7.01 eV.

CARTESIAN COORDINATES (ANGSTROEM)
Mn 0.44837 0.28011 0.07768
F 2.95259 1.70246 4.47749
C 2.06571 1.00615 3.80620
F 2.65662 0.03819 3.11610
F 1.16820 0.47365 4.62625
S 1.17559 2.12678 2.63937
O 0.34519 1.16229 1.81472
O 0.39318 3.03894 3.38550
N 2.36658 2.67533 1.78694
S 2.05140 2.88505 0.26189
O 0.99456 3.79191 -0.04119
O 1.95471 1.54628 -0.40381
C 3.64578 3.57700 -0.38383
F 3.49854 3.69323 -1.69412
F 3.83125 4.75353 0.17045
F 4.64107 2.76190 -0.10804
C -3.34579 1.12765 3.14822
N -2.82715 1.99662 2.09851
C -2.72511 3.37374 2.20939
C -2.17853 3.83151 1.07286
N -1.94137 2.72029 0.26861
C -2.34636 1.59414 0.91193
S -2.23077 0.00443 0.32804
C -1.50863 2.77734 -1.07687
C -1.98549 3.80294 -1.87608
C -1.55442 3.87257 -3.18527
C -0.69030 2.89185 -3.64713
C -0.28723 1.90539 -2.77211
N -0.66395 1.83412 -1.48715
H -4.28674 1.53356 3.51107
H -2.62798 1.07291 3.96552
H -3.51182 0.14113 2.72651
H -3.03697 3.89472 3.09632
H -1.89841 4.82443 0.77374
H -2.69540 4.51380 -1.47940
H -1.90321 4.66226 -3.83604
H -0.33826 2.88183 -4.66794
H 0.36076 1.12458 -3.13262
O 0.80202 -4.89396 -4.27338
C 1.58793 -3.75810 -4.52127
C 1.38918 -2.78608 -3.39466
C 1.98016 -1.52554 -3.43782
C 1.77325 -0.64527 -2.39999
N 1.01940 -0.98287 -1.34154
C 0.53375 -2.23804 -1.23499
C 0.66460 -3.14539 -2.26421
C 0.03504 -2.54212 0.10991
C -0.40997 -3.77816 0.52569
C -0.71391 -3.96744 1.86982
C -1.18854 -5.29979 2.37422
O -1.35052 -6.15985 1.27589
C -0.55194 -2.89821 2.74299
C -0.13346 -1.67745 2.25848
N 0.15725 -1.50661 0.96379
H 0.91564 -5.53214 -4.98521
H 1.32025 -3.26103 -5.46123
H 2.65761 -3.99966 -4.56977
H 2.60405 -1.22481 -4.26843
H 2.21748 0.33859 -2.38107
H 0.24952 -4.13897 -2.18812
H -0.51151 -4.60214 -0.16423
H -2.12575 -5.14794 2.92289
H -0.44495 -5.67825 3.08688
H -1.62410 -7.03099 1.58060
H -0.76493 -2.99911 3.79878
H -0.05375 -0.81329 2.89429

=====

Energy above the lowest of the compared OMol25 structures with the same formula, charge and spin values (in kcal per mole) by entry order: 0.0; 29.7; 13.5; 0.0.